ORCA calculation (the ωB97M-V functional and the def2-TZVPD basis) on the ion C5H10NO2 with charge -1 in a non-equilibrium geometry.

Bonds (Å) are listed after each position.
CARTESIAN COORDINATES (ANGSTROEM)
1 C 2.181 0.008 1.012  C2 1.486, H9 1.154, H10 1.113, H11 1.135
2 C 0.757 -0.073 1.430  C1 1.486, N3 1.526, H12 1.031, H13 1.206
3 N -0.163 -0.601 0.333  C2 1.526, C5 1.455, H14 1.036
4 C -2.369 0.192 -0.398  C5 1.534, H15 1.134, H16 1.159, H17 1.128
5 C -0.849 0.322 -0.557  N3 1.455, C4 1.534, C6 1.548, H18 1.134
6 C -0.339 -0.143 -1.942  C5 1.548, O7 1.224, O8 1.218
7 O 0.825 0.102 -2.230  C6 1.224
8 O -0.901 -0.976 -2.631  C6 1.218
9 H 3.015 -0.647 1.468  C1 1.154
10 H 2.737 0.931 1.289  C1 1.113
11 H 2.555 -0.057 -0.058  C1 1.135
12 H 0.658 -0.752 2.199  C2 1.031
13 H 0.309 0.975 1.823  C2 1.206
14 H 0.562 -1.077 -0.234  N3 1.036
15 H -2.932 1.153 -0.611  C4 1.134
16 H -2.871 -0.560 -1.122  C4 1.159
17 H -2.730 -0.165 0.609  C4 1.128
18 H -0.447 1.368 -0.380  C5 1.134

- ΔE to the lowest compared entry with this formula, charge and spin (kJ/mol) = 238.4
- SMILES = CCN[C@H](C)C(=O)[O-]
- 2S+1 = 1
- gap between HOMO and LUMO (Ha) = 0.270
- maximum force (eV Å⁻¹) = 5.36
- charge = -1